Density functional theory data (ωB97M-V with the def2-TZVPD basis set) for the molecule C4H3NO2 in a non-equilibrium geometry.

Computed properties:
* energy above the lowest of the compared OMol25 structures with the same formula, charge and spin: 19.50 kcal per mole
* lowest unoccupied orbital energy: -0.547 eV
* DFT total energy: -9780.8410 eV
* structure (SMILES): [H]/N=C1/C=CC(=O)O1
* HOMO level: -10.71 eV

Each line ends with the Löwdin charge.
CARTESIAN COORDINATES (ANGSTROEM)
H -2.2955 1.6997 0.3767  0.068
N -1.3003 1.6890 0.2145  0.197
C -0.6907 0.5905 0.1171  -0.442
C 0.7423 0.6788 -0.1224  0.014
C 1.2442 -0.5524 -0.2077  0.059
C 0.0940 -1.4935 -0.0133  -0.414
O 0.0641 -2.6854 -0.0087  0.156
O -1.0708 -0.7233 0.1832  0.113
H 0.9702 1.7385 -0.1622  0.125
H 2.2424 -0.9418 -0.3773  0.123

***

Density functional theory data (ωB97M-V with the def2-TZVPD basis set) for a cluster of 5 separate species, C48H108F4N2O8P3S4 in total in a non-equilibrium geometry.

Computed properties:
* total charge: +1
* energy above the lowest of the compared OMol25 structures with the same formula, charge and spin: 82.07 kcal per mole
* lowest unoccupied orbital energy: -1.644 eV
* DFT total energy: -152957.7772 eV
* HOMO level: -11.43 eV

Each line ends with the Löwdin charge.
CARTESIAN COORDINATES (ANGSTROEM)
C -15.5146 -12.5332 7.3366  -0.093
C -16.7319 -11.5848 7.3395  -0.245
C -18.0250 -12.1000 7.9282  -0.222
C -17.8443 -12.3655 9.4489  -0.253
P -19.3775 -12.7047 10.3190  1.043
C -20.4734 -13.6895 9.2719  -0.251
C -19.7830 -15.0466 8.9530  -0.250
C -20.6743 -15.9203 8.0428  -0.236
C -21.8356 -16.6004 8.8067  -0.107
C -20.2217 -11.0883 10.3623  -0.250
C -21.4313 -11.0370 11.3190  -0.243
C -22.3268 -9.8269 11.0813  -0.246
C -23.7985 -10.1459 11.4634  -0.087
C -19.0632 -13.5885 11.9314  -0.237
C -20.1598 -14.5387 12.4417  -0.223
C -21.1430 -13.8412 13.4244  -0.244
C -21.7304 -14.8638 14.4010  -0.089
H -14.6832 -11.8369 7.2438  0.016
H -15.5533 -13.1796 6.4584  0.085
H -15.4132 -13.1909 8.1973  0.068
H -16.9014 -11.1651 6.3415  0.115
H -16.4081 -10.6498 7.8129  0.098
H -18.4044 -12.9566 7.3668  0.107
H -18.8236 -11.3585 7.8149  0.092
H -17.3478 -11.5191 9.9037  0.063
H -17.2465 -13.2725 9.5735  0.096
H -20.6097 -13.1400 8.3431  0.101
H -21.3992 -13.8506 9.8223  0.092
H -19.3560 -15.5747 9.8062  0.106
H -18.9143 -14.9413 8.2933  0.098
H -20.0762 -16.7817 7.7427  0.108
H -21.0216 -15.3203 7.2060  0.111
H -21.5545 -17.0929 9.7399  0.072
H -22.3583 -17.3482 8.2108  0.072
H -22.5966 -15.8775 9.1198  0.064
H -20.4866 -10.8912 9.3222  0.094
H -19.4950 -10.3336 10.6762  0.064
H -21.1595 -11.0921 12.3749  0.103
H -21.9733 -11.9665 11.1105  0.090
H -22.2402 -9.6958 9.9979  0.100
H -22.1657 -8.8921 11.6142  0.097
H -24.2149 -10.8052 10.7012  0.074
H -24.3428 -9.2161 11.6039  0.070
H -23.8157 -10.7074 12.3999  0.074
H -18.7383 -12.8243 12.6384  0.050
H -18.1466 -14.1683 11.7823  0.094
H -19.6049 -15.2930 13.0063  0.109
H -20.6362 -15.1022 11.6388  0.092
H -21.8460 -13.2585 12.8314  0.084
H -20.5551 -13.1065 13.9786  0.095
H -22.4282 -15.5501 13.9152  0.076
H -22.3135 -14.3242 15.1451  0.077
H -20.9105 -15.4813 14.7614  0.073
C -8.5637 -11.4503 11.1289  -0.091
C -8.7245 -10.4201 12.2595  -0.249
C -10.1806 -10.0680 12.5751  -0.216
C -10.8255 -11.2584 13.3695  -0.250
P -12.6289 -11.4191 13.2829  1.016
C -13.2217 -12.6958 14.4544  -0.240
C -14.7501 -12.9535 14.3191  -0.259
C -15.5859 -13.2624 15.5387  -0.239
C -17.0485 -13.2475 15.0888  -0.096
C -13.3755 -9.8481 13.7279  -0.263
C -13.5205 -9.6419 15.2575  -0.205
C -13.7536 -8.1564 15.5399  -0.212
C -15.2296 -7.7799 15.4459  -0.134
C -13.0972 -11.9208 11.6322  -0.262
C -12.6961 -11.0762 10.3958  -0.228
C -13.4648 -11.6295 9.1816  -0.248
C -12.9278 -11.0825 7.8618  -0.110
H -7.6440 -11.1939 10.6033  0.074
H -9.3484 -11.4888 10.3793  0.065
H -8.4112 -12.3869 11.6676  0.069
H -8.3293 -9.4649 11.8970  0.107
H -8.1403 -10.6826 13.1390  0.110
H -10.8119 -9.9438 11.6941  0.076
H -10.3541 -9.1182 13.0827  0.114
H -10.4202 -11.3209 14.3830  0.101
H -10.5174 -12.2403 12.9852  0.092
H -12.9968 -12.2656 15.4343  0.086
H -12.6482 -13.6189 14.3710  0.100
H -14.8063 -13.7776 13.6012  0.116
H -15.1651 -12.0774 13.8089  0.083
H -15.3942 -12.4947 16.2940  0.113
H -15.3118 -14.2052 16.0154  0.115
H -17.6343 -13.7213 15.8826  0.082
H -17.2520 -13.9599 14.2831  0.066
H -17.4147 -12.2569 14.8646  0.037
H -14.3296 -9.7859 13.1923  0.064
H -12.8041 -9.0543 13.2380  0.075
H -12.6158 -9.9715 15.7699  0.107
H -14.4082 -10.2418 15.4630  0.100
H -13.1658 -7.5214 14.8734  0.111
H -13.3376 -7.9739 16.5346  0.107
H -15.8503 -8.5745 15.8555  0.065
H -15.5433 -7.5109 14.4353  -0.003
H -15.4612 -6.8504 15.9733  0.065
H -14.1963 -11.8836 11.6600  0.073
H -12.8945 -12.9827 11.4684  0.108
H -11.6457 -11.2952 10.1972  0.102
H -12.8734 -10.0252 10.6204  0.032
H -14.5162 -11.3957 9.3569  0.083
H -13.2876 -12.7092 9.1873  0.111
H -13.6817 -10.3928 7.4753  0.071
H -12.6333 -11.8255 7.1270  0.088
H -12.1019 -10.3870 8.0268  0.041
C -16.4607 -5.8245 14.2987  -0.128
C -17.1689 -4.6929 13.5409  -0.215
C -18.0314 -5.2245 12.3846  -0.231
C -17.2192 -5.6758 11.1785  -0.271
P -18.1855 -5.7639 9.6590  1.056
C -19.6259 -6.9066 9.9093  -0.231
C -20.8051 -6.6928 8.9223  -0.220
C -22.0951 -6.3778 9.6792  -0.272
C -23.3612 -6.3915 8.8497  -0.104
C -18.9042 -4.1140 9.3669  -0.278
C -17.9644 -2.9582 9.6426  -0.251
C -18.6774 -1.5926 9.4448  -0.263
C -17.8488 -0.3636 9.8522  -0.092
C -17.1710 -6.1593 8.2050  -0.223
C -18.0312 -6.6154 6.9900  -0.226
C -18.3135 -8.1161 6.9801  -0.276
C -19.1846 -8.5562 5.8407  -0.103
H -17.2495 -6.5377 14.5544  0.096
H -16.0003 -5.4258 15.1985  0.085
H -15.7914 -6.3733 13.6359  0.050
H -16.4517 -3.9529 13.1814  0.112
H -17.8755 -4.2647 14.2554  0.111
H -18.6770 -4.4050 12.0562  0.097
H -18.6489 -6.0451 12.7555  0.103
H -16.6304 -6.5989 11.2339  0.049
H -16.3667 -5.0208 10.9490  0.114
H -19.8902 -6.6599 10.9477  0.085
H -19.2900 -7.9181 10.1502  0.063
H -20.8992 -7.5578 8.2677  0.107
H -20.6091 -5.8144 8.3089  0.086
H -22.0530 -5.4035 10.1829  0.109
H -22.2042 -6.9777 10.5890  0.086
H -24.1700 -5.8016 9.2786  0.075
H -23.7593 -7.3891 8.6373  0.070
H -23.2269 -6.0150 7.8295  0.077
H -19.8552 -4.0280 9.8934  0.101
H -19.0930 -4.1070 8.2877  0.095
H -17.0380 -2.9986 9.0644  0.119
H -17.5990 -2.9805 10.6737  0.098
H -19.5988 -1.5935 10.0417  0.105
H -19.1365 -1.5752 8.4518  0.108
H -17.6463 -0.3941 10.9185  0.075
H -18.4020 0.5383 9.5964  0.073
H -16.9576 -0.3853 9.2243  0.074
H -16.5378 -6.9871 8.5378  0.076
H -16.5818 -5.2945 7.9063  0.107
H -17.4417 -6.3888 6.0956  0.122
H -18.8793 -5.9367 6.8755  0.094
H -18.7532 -8.3607 7.9551  0.079
H -17.3633 -8.6519 7.0174  0.105
H -19.6190 -9.5530 5.9145  0.066
H -18.5576 -8.5489 4.9403  0.084
H -19.9733 -7.8537 5.5598  0.077
N -17.5026 -10.6570 12.6265  -0.243
S -18.2032 -9.7366 13.6463  0.436
O -19.1266 -8.7785 13.1038  -0.278
O -17.4371 -9.4189 14.8154  -0.262
F -19.2820 -10.7916 14.2475  -0.205
S -16.6659 -9.4522 11.7783  0.559
O -15.9874 -8.3861 12.4945  -0.283
O -17.2750 -9.1329 10.5230  -0.277
F -15.3822 -10.2673 11.3043  -0.179
N -12.5161 -6.5315 9.7992  -0.246
S -13.4560 -7.3948 10.6833  0.520
O -12.9182 -8.5975 11.2866  -0.328
O -14.8328 -7.3893 10.2321  -0.313
F -13.5642 -6.3042 11.8794  -0.184
S -12.5474 -7.4807 8.4245  0.565
O -13.7647 -7.5069 7.6488  -0.284
O -11.7514 -8.6797 8.4822  -0.291
F -11.6675 -6.5613 7.4635  -0.176